DFT (ωB97M-V with the def2-TZVPD basis set) results for a single C3H5N molecule at a distorted geometry.

As for the total energy: -171.97095 hartree. Its molar mass is 55.1 g mol⁻¹. The total charge is 0. The SMILES is C[C@@H]1C=N1. The energy above the lowest of the compared OMol25 structures with the same formula, charge and spin is 52.79 kcal per mole.

Element x y z (Å)
C -0.58 0.40 -0.88
C -0.03 -0.55 0.14
C 0.77 -0.11 1.28
N 1.71 -0.37 0.50
H -1.42 0.96 -0.44
H -0.94 -0.14 -1.75
H 0.16 1.13 -1.19
H -0.28 -1.59 0.07
H 0.62 0.25 2.28

---

DFT (ωB97M-V with the def2-TZVPD basis set) results for 2 unconnected molecules or ions with the total composition C3H5N2 at a distorted geometry.

As for the total energy: -226.32941 hartree. Its molar mass is 69.1 g mol⁻¹. The total charge is +1. The energy above the lowest of the compared OMol25 structures with the same formula, charge and spin is 165.01 kcal per mole.

Element x y z (Å)
C -2.22 0.57 0.04
C -1.31 -0.26 0.01
C -0.04 -0.68 -0.09
N 0.89 -1.51 -0.03
N 1.44 1.16 0.03
H -3.21 1.06 0.13
H 0.71 -2.55 0.06
H 1.85 -1.26 0.02
H 0.96 1.52 -0.79
H 0.92 1.95 0.63

---

DFT (ωB97M-V with the def2-TZVPD basis set) results for a gas-phase ion, C3H5N2 (charge +1) at a distorted geometry.

As for the total energy: -226.47574 hartree. Its molar mass is 69.1 g mol⁻¹. The total charge is +1. The energy above the lowest of the compared OMol25 structures with the same formula, charge and spin is 73.19 kcal per mole.

Element x y z (Å)
C 0.70 0.40 -1.32
C -0.25 -0.78 0.40
C -0.47 0.65 0.60
N 0.11 1.28 -0.37
N 0.46 -0.79 -0.84
H 0.58 -1.06 1.39
H -1.07 -1.48 0.52
H -0.98 1.12 1.43
H 0.17 2.28 -0.49
H 0.75 -1.63 -1.32

---

DFT (ωB97M-V with the def2-TZVPD basis set) results for a gas-phase ion, C3H5N2 (charge +1) at a distorted geometry.

As for the total energy: -226.41796 hartree. Its molar mass is 69.1 g mol⁻¹. The total charge is +1. The SMILES is C=NC1=[NH+]C1. The energy above the lowest of the compared OMol25 structures with the same formula, charge and spin is 109.45 kcal per mole.

Element x y z (Å)
C 1.79 -0.26 0.20
N 1.19 0.72 -0.30
C -0.10 0.50 -0.21
N -0.73 -0.59 -0.41
C -1.49 0.52 0.17
H 2.93 -0.27 0.06
H 1.27 -0.89 0.83
H -0.89 -1.31 -1.09
H -1.73 0.47 1.16
H -2.23 1.09 -0.41

---

DFT (ωB97M-V with the def2-TZVPD basis set) results for 2 unconnected molecules or ions with the total composition C3H5N2 at a distorted geometry.

As for the total energy: -226.34863 hartree. Its molar mass is 69.1 g mol⁻¹. The total charge is +1. The energy above the lowest of the compared OMol25 structures with the same formula, charge and spin is 152.95 kcal per mole.

Element x y z (Å)
C 2.61 -0.43 0.17
C 1.66 0.19 -0.14
C -0.97 -0.44 -0.07
N -2.08 0.10 0.13
N 0.56 0.84 0.03
H 3.37 -1.10 -0.06
H -0.69 -1.42 -0.01
H -2.83 -0.54 0.28
H -2.01 1.13 0.16
H 0.37 1.68 -0.49

---

DFT (ωB97M-V with the def2-TZVPD basis set) results for 2 unconnected molecules or ions with the total composition C3H5N2O at a distorted geometry.

As for the total energy: -301.96608 hartree. Its molar mass is 85.1 g mol⁻¹. The total charge is -1. The energy above the lowest of the compared OMol25 structures with the same formula, charge and spin is 24.34 kcal per mole.

Element x y z (Å)
C -1.66 -1.20 -1.77
C -0.11 -0.38 0.53
C 0.31 -0.04 -0.85
N -2.78 -1.59 -1.66
N 0.34 1.14 -1.37
O 0.90 1.53 -2.53
H -1.13 -0.90 0.53
H -0.32 0.51 1.18
H 0.46 -1.00 1.15
H 1.06 -0.68 -1.16
H 0.00 1.94 -0.75